Molecular formula: C30H48Br2O22
Method: DFT, ωB97M-V with the def2-TZVPD basis set

Multiplicity: 2
HOMO (spin up / spin down), eV: -0.279 / -6.385
LUMO level (spin up / spin down), eV: 1.66 / 1.63
Charge: -1
HOMO-LUMO gap (spin up / spin down), Eh: 0.07130 / 0.29460

Last column: Löwdin charge in e.
Element x y z (Å)
1 Br 1.3502 -1.3133 -0.1457  0.51
2 C -0.3571 -0.7628 0.7144  -0.71
3 C -0.6214 0.6600 0.2963  -0.73
4 Br 0.6780 1.9200 1.0648  0.55
5 H -0.2770 -0.9128 1.7911  0.01
6 H -1.1274 -1.4602 0.3852  0.04
7 H -1.5672 1.2005 0.3338  0.04
8 H -0.4691 0.5963 -0.7811  0.00
9 C -4.1747 -2.5578 1.6758  -0.01
10 C -5.2668 -2.8184 0.6247  -0.32
11 C -5.2757 -4.1070 -0.2776  -0.08
12 O -6.4490 -4.7946 0.0781  0.06
13 C -7.1556 -4.1213 1.0243  -0.50
14 O -8.2722 -4.3855 1.3589  0.15
15 O -6.3526 -3.0733 1.4186  0.03
16 H -3.2067 -2.9796 1.4051  0.06
17 H -4.3497 -3.1251 2.5899  0.09
18 H -4.2208 -1.4933 1.9053  0.08
19 H -5.4840 -1.9477 0.0061  0.14
20 H -4.3099 -4.5639 -0.0623  0.11
21 H -5.3633 -3.7660 -1.3092  0.13
22 C 0.6730 7.2657 -2.0533  0.00
23 C -0.2330 6.4341 -1.0569  -0.31
24 C -1.6368 6.1703 -1.5607  -0.08
25 O -1.4380 4.9869 -2.3857  0.02
26 C -0.2676 4.3335 -1.9329  -0.50
27 O 0.0196 3.1945 -2.1658  0.14
28 O 0.3161 5.1320 -1.0396  0.06
29 H 1.6959 7.2441 -1.6774  0.08
30 H 0.3121 8.2528 -2.3425  0.08
31 H 0.6206 6.6398 -2.9441  0.08
32 H -0.3037 7.0636 -0.1699  0.15
33 H -1.9260 6.9625 -2.2513  0.14
34 H -2.2659 5.8626 -0.7254  0.14
35 C -4.5483 1.3839 -5.8240  -0.04
36 C -3.5349 0.4767 -5.1450  -0.27
37 C -2.3866 1.3239 -4.7384  -0.15
38 O -2.4690 1.4764 -3.3481  0.08
39 C -3.2696 0.5180 -2.8975  -0.54
40 O -3.3290 0.1611 -1.7048  0.10
41 O -4.0850 -0.0330 -3.8382  0.09
42 H -5.4575 0.8430 -6.0865  0.08
43 H -4.3348 1.7826 -6.8157  0.09
44 H -4.9449 2.0579 -5.0647  0.10
45 H -3.1252 -0.3272 -5.7567  0.15
46 H -2.3829 2.3131 -5.1961  0.14
47 H -1.4093 0.8891 -4.9483  0.14
48 C 0.9605 0.1490 4.8404  -0.02
49 C 1.4494 -0.2072 6.2788  -0.30
50 C 0.3811 0.0202 7.3798  -0.13
51 O 0.6544 -0.9880 8.3054  0.08
52 C 1.0918 -2.0137 7.5532  -0.52
53 O 1.2833 -3.1472 7.9905  0.11
54 O 1.7070 -1.5967 6.4053  0.08
55 H 0.0645 -0.4423 4.6518  0.07
56 H 1.6273 -0.1823 4.0443  0.08
57 H 0.8745 1.2286 4.7180  0.08
58 H 2.3685 0.3331 6.5054  0.15
59 H -0.6340 -0.0867 6.9973  0.13
60 H 0.3279 1.0509 7.7304  0.14
61 C 4.1284 5.5846 1.0492  -0.02
62 C 3.6311 4.1481 0.9699  -0.38
63 C 3.5775 3.6140 -0.4617  -0.08
64 O 4.8255 2.9153 -0.5470  0.08
65 C 5.2336 2.5618 0.6508  -0.52
66 O 6.2244 1.8270 0.8895  0.09
67 O 4.5818 3.3267 1.5510  0.08
68 H 5.1228 5.5458 0.6044  0.10
69 H 3.9918 5.8671 2.0931  0.08
70 H 3.4971 6.3017 0.5245  0.07
71 H 2.6712 4.0904 1.4831  0.11
72 H 3.4412 4.4471 -1.1513  0.13
73 H 2.7656 2.8881 -0.5060  0.07
74 C 1.2856 -4.2092 1.7288  -0.04
75 C 0.6947 -5.5508 2.2422  -0.26
76 C -0.3054 -5.5491 3.4695  -0.07
77 O -1.6130 -5.4956 2.8933  0.06
78 C -1.5117 -5.7900 1.5872  -0.57
79 O -2.4177 -5.8323 0.8260  0.15
80 O -0.2160 -5.9539 1.2578  0.06
81 H 1.6660 -4.3676 0.7197  0.06
82 H 2.2612 -4.0635 2.1924  0.08
83 H 0.7109 -3.2831 1.7130  0.03
84 H 1.4710 -6.2948 2.4210  0.15
85 H -0.1454 -4.7239 4.1635  0.12
86 H -0.3791 -6.3862 4.1637  0.12
87 C 2.9733 -3.5190 -2.7584  0.00
88 C 3.3500 -2.1108 -3.3543  -0.35
89 C 4.3614 -1.2761 -2.5690  -0.09
90 O 5.5710 -1.8749 -3.0366  0.04
91 C 5.3403 -2.3877 -4.2915  -0.57
92 O 6.1611 -2.9379 -4.9291  0.16
93 O 4.0162 -2.3599 -4.5282  0.07
94 H 2.4944 -3.4288 -1.7834  0.02
95 H 3.9644 -3.9635 -2.6676  0.08
96 H 2.4292 -4.0354 -3.5492  0.08
97 H 2.4585 -1.5212 -3.5677  0.13
98 H 4.1479 -1.2167 -1.5018  0.10
99 H 4.4748 -0.2481 -2.9133  0.13
100 O 1.3306 0.8717 -3.0996  -0.08
101 H 0.8003 0.0830 -2.9858  -0.01
102 H 0.7596 1.5872 -2.8201  -0.03

Molecular formula: C42H97N3O8
Method: DFT, ωB97M-V with the def2-TZVPD basis set

Multiplicity: 2
HOMO (spin up / spin down), eV: -9.343 / -9.343
LUMO level (spin up / spin down), eV: -2.36 / -6.26
Charge: +1
HOMO-LUMO gap (spin up / spin down), Eh: 0.25644 / 0.11347

Last column: Löwdin charge in e.
Element x y z (Å)
1 C 4.3670 -1.8095 -1.4533  -0.05
2 C 4.4696 -0.6297 -0.5145  -0.46
3 C 4.7870 0.6775 -1.2299  -0.04
4 O 3.1354 -0.4387 -0.0498  -0.08
5 H 3.6972 -1.5729 -2.2800  0.06
6 H 4.0613 -2.8037 -1.1273  0.08
7 H 5.3782 -1.9274 -1.8426  0.09
8 H 5.2422 -0.9208 0.1971  0.12
9 H 5.1820 1.4801 -0.6070  0.08
10 H 3.9379 1.0957 -1.7705  0.08
11 H 5.4717 0.4574 -2.0489  0.08
12 H 3.1260 0.4435 0.3287  0.04
13 C -1.8500 2.7712 4.4145  -0.08
14 C -1.4212 3.9340 5.2501  -0.52
15 C -0.0492 3.6218 5.8934  -0.04
16 O -1.2010 4.9810 4.3715  -0.03
17 H -1.9768 1.9254 5.0903  0.08
18 H -1.1784 2.5192 3.5938  0.06
19 H -2.8180 2.9558 3.9485  0.07
20 H -2.2240 4.0642 5.9758  0.14
21 H -0.0205 2.6923 6.4619  0.08
22 H 0.2254 4.4593 6.5346  0.08
23 H 0.7551 3.4200 5.1859  0.07
24 H -2.0533 5.4229 4.3630  0.09
25 C 3.7458 3.0359 2.3949  -0.06
26 C 2.7742 3.5154 1.3398  -0.46
27 C 3.2084 4.9130 0.7401  -0.03
28 O 2.4226 2.4253 0.5069  -0.07
29 H 3.3981 2.1074 2.8477  0.06
30 H 3.9900 3.8061 3.1265  0.09
31 H 4.7174 2.7605 1.9848  0.08
32 H 1.9259 3.6916 2.0011  0.12
33 H 2.6820 5.1887 -0.1737  0.07
34 H 4.2821 4.8422 0.5664  0.07
35 H 3.1741 5.8173 1.3476  0.07
36 H 1.5035 2.2310 0.7050  0.04
37 C 0.8645 0.7137 2.2824  -0.04
38 C 0.1258 0.0820 1.1325  -0.50
39 C -1.3846 0.1207 1.2114  -0.04
40 O 0.5126 0.7103 -0.0198  -0.05
41 H 0.6721 1.7689 2.4762  0.08
42 H 1.8961 0.4013 2.1198  0.05
43 H 0.5445 0.2078 3.1933  0.10
44 H 0.4839 -0.9404 1.0120  0.15
45 H -1.8947 1.0826 1.1589  0.08
46 H -1.8664 -0.3760 2.0535  0.08
47 H -1.7708 -0.4937 0.3981  0.06
48 H 1.0791 0.0703 -0.4568  0.08
49 C -5.2787 0.2622 3.7059  -0.06
50 C -5.6074 -1.1936 3.4028  -0.44
51 C -7.0511 -1.5602 3.8142  -0.05
52 O -5.3752 -1.4476 1.9687  -0.07
53 H -5.5392 0.5601 4.7215  0.08
54 H -5.6766 1.0029 3.0123  0.07
55 H -4.1892 0.2278 3.7035  0.06
56 H -4.9615 -1.8635 3.9705  0.13
57 H -7.2497 -2.5954 4.0915  0.08
58 H -7.8394 -1.1392 3.1902  0.08
59 H -7.1240 -1.0295 4.7635  0.07
60 H -4.4647 -1.7452 2.0319  0.07
61 C 3.8491 -1.7987 5.2472  -0.02
62 C 4.6321 -2.0383 3.8958  -0.44
63 C 6.0383 -2.5262 4.2221  -0.15
64 C 6.1039 -4.0212 4.5601  -0.17
65 C 5.3485 -4.9218 3.5673  -0.15
66 C 3.9202 -4.4498 3.1924  -0.45
67 N 3.8941 -3.0240 3.0361  -0.11
68 O 2.6375 -2.5477 2.6729  -0.01
69 C 3.7137 -5.2334 1.7515  -0.02
70 C 2.9537 -5.1093 4.2322  -0.02
71 C 4.6669 -0.6063 3.2857  -0.04
72 H 4.4968 -1.0001 5.6088  0.07
73 H 3.7676 -2.6375 5.9385  0.07
74 H 2.9201 -1.2529 5.0824  0.08
75 H 6.6957 -2.2154 3.4101  0.11
76 H 6.4550 -1.9950 5.0778  0.12
77 H 5.5884 -4.0024 5.5204  0.10
78 H 7.1398 -4.3585 4.5930  0.12
79 H 5.3495 -5.8375 4.1586  0.11
80 H 6.0613 -5.1517 2.7753  0.11
81 H 3.7777 -6.3002 1.9660  0.07
82 H 2.7313 -5.0330 1.3240  0.06
83 H 4.3991 -4.8537 0.9939  0.06
84 H 3.1608 -6.1631 4.4183  0.08
85 H 3.1560 -4.5328 5.1349  0.06
86 H 1.8841 -5.0646 4.0272  0.08
87 H 5.0084 0.1902 3.9468  0.09
88 H 3.7329 -0.1948 2.9030  0.04
89 H 5.2457 -0.5477 2.3639  0.07
90 H 2.8780 -2.1716 1.8230  0.08
91 C 0.8973 0.7801 -3.7878  -0.01
92 C 1.0552 -0.4294 -4.8243  -0.44
93 C 0.7052 -1.7389 -4.0285  -0.16
94 C 0.4164 -2.8945 -4.9316  -0.17
95 C -0.9602 -2.6418 -5.6795  -0.07
96 C -0.7450 -1.3170 -6.6034  -0.49
97 N -0.1152 -0.2320 -5.8326  -0.08
98 O 0.2059 0.9170 -6.6356  -0.02
99 C 0.0705 -1.7350 -7.8491  -0.05
100 C -2.0646 -0.8880 -7.1628  -0.07
101 C 2.3943 -0.5907 -5.4356  -0.03
102 H 1.2668 1.6945 -4.2520  0.07
103 H 1.4063 0.7095 -2.8265  0.07
104 H -0.1505 1.0349 -3.6289  0.05
105 H 1.5505 -2.0559 -3.4176  0.10
106 H -0.1305 -1.5458 -3.3559  0.11
107 H 0.4203 -3.7896 -4.3096  0.11
108 H 1.2123 -3.0955 -5.6488  0.10
109 H -1.8444 -2.6058 -5.0431  0.10
110 H -1.1856 -3.4640 -6.3586  0.11
111 H 0.3442 -0.8897 -8.4805  0.08
112 H 1.0611 -2.1572 -7.6798  0.06
113 H -0.4037 -2.4790 -8.4893  0.09
114 H -2.6666 -0.3086 -6.4628  0.06
115 H -1.9646 -0.0838 -7.8917  0.08
116 H -2.7242 -1.6268 -7.6182  0.10
117 H 3.0398 -1.1643 -4.7704  0.09
118 H 2.7175 0.3947 -5.7712  0.09
119 H 2.3179 -1.2324 -6.3134  0.07
120 H -0.2800 1.6432 -6.2379  0.09
121 C -7.0186 2.8568 -3.3105  -0.03
122 C -5.8647 2.6611 -2.3558  -0.43
123 C -6.3569 1.9451 -1.0022  -0.07
124 C -5.1333 1.4042 -0.1548  -0.17
125 C -4.3157 0.5142 -1.0377  -0.13
126 C -3.7448 1.1418 -2.3917  -0.40
127 N -4.8518 1.8292 -3.1022  0.08
128 O -4.5541 2.2944 -4.3842  0.12
129 C -2.6557 2.2032 -2.0679  0.02
130 C -3.1713 -0.0622 -3.1994  -0.01
131 C -5.3304 4.0535 -1.9067  -0.01
132 H -6.7951 3.5978 -4.0781  0.09
133 H -7.8222 3.3577 -2.7706  0.11
134 H -7.3287 1.9380 -3.8081  0.10
135 H -6.9221 2.5660 -0.3072  0.13
136 H -7.0121 1.1593 -1.3783  0.12
137 H -5.5976 0.7621 0.5937  0.09
138 H -4.5897 2.1727 0.3946  0.11
139 H -4.7790 -0.4485 -1.2535  0.13
140 H -3.4986 0.1868 -0.3948  0.09
141 H -2.3116 2.9070 -2.8257  0.10
142 H -2.9153 2.7946 -1.1899  0.08
143 H -1.7690 1.5965 -1.8842  0.08
144 H -3.9904 -0.5463 -3.7312  0.09
145 H -2.5871 0.2920 -4.0487  0.07
146 H -2.6418 -0.7777 -2.5703  0.10
147 H -6.1503 4.7174 -1.6327  0.10
148 H -4.8089 4.5162 -2.7446  0.09
149 H -4.6711 4.1311 -1.0422  0.08
150 H -4.6387 1.4473 -4.8278  0.13

Molecular formula: C7H16
Method: DFT, ωB97M-V with the def2-TZVPD basis set

Structure (SMILES): C=C(C)[C@H](C)CC.[H][H]
HOMO, eV: -8.945
LUMO level, eV: 1.11
HOMO-LUMO gap, Eh: 0.36963

Last column: Löwdin charge in e.
Element x y z (Å)
1 C -0.9872 1.5910 -0.1494  0.01
2 C -0.9638 0.2584 -0.1085  -0.47
3 C -2.1792 -0.5503 -0.5104  -0.08
4 C 0.1888 -0.5430 0.4720  -0.37
5 C -0.2444 -0.7876 1.9227  -0.07
6 C 1.5879 0.0934 0.4448  -0.24
7 C 2.2574 0.2620 -0.9212  -0.12
8 H -1.8567 2.1149 -0.5393  0.07
9 H -0.1330 2.1925 0.1475  0.07
10 H -2.7428 -0.0763 -1.3208  0.08
11 H -1.9352 -1.5729 -0.8281  0.08
12 H -2.8341 -0.6171 0.3625  0.08
13 H 0.2581 -1.5126 -0.0509  0.14
14 H 0.5097 -1.3414 2.4865  0.08
15 H -0.4060 0.1850 2.4004  0.09
16 H -1.1902 -1.3378 1.9660  0.08
17 H 2.2336 -0.5456 1.0629  0.11
18 H 1.5522 1.0622 0.9590  0.11
19 H 2.2923 -0.6854 -1.4734  0.07
20 H 3.2898 0.6077 -0.7942  0.07
21 H 1.7417 0.9919 -1.5510  0.05
22 H -0.2239 -0.1962 -2.2313  0.10
23 H -0.3420 0.4753 -1.9085  0.07

Molecular formula: C5H11NO2
Method: DFT, ωB97M-V with the def2-TZVPD basis set

Structure (SMILES): CC(=O)N(C)CCO
HOMO, eV: -8.913
LUMO level, eV: 0.82
HOMO-LUMO gap, Eh: 0.35772

Last column: Löwdin charge in e.
Element x y z (Å)
1 C -2.7685 -0.5424 0.1577  -0.02
2 C -1.3964 -0.8083 -0.2929  -0.46
3 O -1.1555 -1.8225 -0.9948  0.05
4 N -0.3571 0.1993 -0.0157  -0.14
5 C 0.0059 0.8756 -1.2406  -0.09
6 C 0.8097 -0.4692 0.6556  -0.19
7 C 2.0029 0.3201 0.9951  -0.24
8 O 2.7802 0.8489 -0.1000  -0.07
9 H -3.3503 -1.5400 -0.0026  0.13
10 H -3.1392 0.4434 -0.2832  0.12
11 H -2.7789 -0.2455 1.2064  0.08
12 H -0.3044 0.3819 -2.1059  0.05
13 H -0.5826 1.8482 -1.2705  0.10
14 H 1.1441 1.0349 -1.4473  0.12
15 H 0.3940 -0.7929 1.6740  0.14
16 H 0.8894 -1.4669 0.1387  0.13
17 H 1.6908 1.3395 1.3940  0.14
18 H 2.6249 0.0392 1.8909  0.13
19 H 3.4911 0.3566 -0.3588  0.03

| no. | maximum force (eV/Å) |
| --- | --- |
| 1 | 5.42 |
| 2 | 3.70 |
| 3 | 1.23 |
| 4 | 4.19 |